(1)
Entry from the Open Molecules 2025 dataset: 2 unconnected molecules or ions with the total composition C10H13O2 in a non-equilibrium geometry (ωB97M-V/def2-TZVPD).

Atoms and positions in Å:
C -1.0705 0.9964 -3.3521
C 2.3171 0.1762 -1.7224
C 1.2059 0.3153 -2.5368
C 2.0914 0.3763 -0.3371
C -0.0387 0.7207 -2.2114
C 0.8188 0.9404 0.0280
C -0.2272 1.1914 -0.9097
H 3.2439 -0.2204 -2.0360
H 1.4574 0.0937 -3.6367
H 2.8636 0.0488 0.3931
H 0.8496 1.4895 0.9990
H -0.7853 1.6297 -4.2290
H -1.9598 1.5344 -3.2320
H -1.0798 1.6692 -0.5411
H -1.2352 -0.0073 -3.8036
C -0.3782 -1.1523 2.4014
C -1.8073 -0.6362 2.1313
C -0.0746 -1.6440 3.8401
O -1.0385 -1.7953 4.6362
O 1.1416 -1.7286 4.1079
H -0.0991 -1.8979 1.5376
H 0.2388 -0.3042 2.3316
H -2.0366 -0.8358 1.0312
H -1.9892 0.3567 2.4466
H -2.4080 -1.3167 2.6639

- E_LUMO (eV) = 2.82
- frontier orbital gap (eV) = 6.6208
- energy above the lowest of the compared OMol25 structures with the same formula, charge and spin (kcal per mole) = 43.3
- HOMO level (eV) = -3.805
- spin multiplicity = 1
- total charge = -1


(2)
Entry from the Open Molecules 2025 dataset: 2 unconnected molecules or ions with the total composition C10H13O2 in a non-equilibrium geometry (ωB97M-V/def2-TZVPD).

Atoms and positions in Å:
C -0.7955 -0.2962 -0.6375
C -1.0116 2.9089 1.2161
C -2.3792 2.8154 1.4529
C -0.4115 1.8623 0.4440
C -1.2971 0.8475 0.0937
C -3.2230 1.8395 1.0620
C -2.6754 0.8252 0.2363
H -0.4066 3.6384 1.6187
H -2.7393 3.6748 2.0563
H 0.6539 1.9201 -0.0161
H -4.3066 1.9377 1.1385
H -0.2086 -0.8129 0.0814
H -0.0938 -0.0297 -1.4513
H -3.3261 0.3583 -0.5114
H -1.4009 -1.0169 -1.1870
C 2.2197 -2.2332 0.4061
C 3.5881 -1.4791 0.4184
C 1.6191 -2.0408 -1.1455
O 2.2113 -1.1110 -1.8316
O 0.6218 -2.7627 -1.3939
H 2.1762 -3.3582 0.5812
H 1.4613 -1.8642 0.8916
H 4.1606 -1.8302 1.2288
H 3.3689 -0.3610 0.4974
H 4.1949 -1.5624 -0.4036

- E_LUMO (eV) = 3.26
- frontier orbital gap (eV) = 7.1587
- energy above the lowest of the compared OMol25 structures with the same formula, charge and spin (kcal per mole) = 54.3
- HOMO level (eV) = -3.902
- spin multiplicity = 1
- total charge = -1


(3)
Entry from the Open Molecules 2025 dataset: 2 unconnected molecules or ions with the total composition C10H13O3 in a non-equilibrium geometry (ωB97M-V/def2-TZVPD).

Atoms and positions in Å:
C 0.0076 1.6351 -1.3032
C 1.3756 1.0091 -1.3587
C -0.3394 2.7085 -2.3444
O -0.0867 2.3134 -3.5188
O -0.9106 3.7638 -2.0090
H -0.8366 0.9943 -1.5102
H -0.1317 1.9745 -0.2700
H 1.8420 0.8779 -0.3685
H 2.0447 1.6318 -1.9342
H 1.2983 0.0069 -1.8011
C -2.0311 0.7112 1.2479
C 1.4122 -1.1874 1.1815
C 0.4406 -0.1930 1.4084
C 0.9578 -2.4383 0.8222
C -0.9264 -0.3150 1.2128
C -0.4291 -2.6631 0.8459
C -1.3160 -1.6170 0.8894
O 1.7858 -3.4506 0.4373
H 2.4529 -0.8735 1.1567
H 0.8355 0.8207 1.5606
H 2.6744 -3.1958 0.7028
H -0.9163 -3.5999 0.5909
H -1.8655 1.4535 0.4608
H -2.0068 1.2567 2.1662
H -2.3435 -1.8782 0.7232
H -2.9879 0.2544 1.0114

- E_LUMO (eV) = 2.75
- frontier orbital gap (eV) = 6.5940
- energy above the lowest of the compared OMol25 structures with the same formula, charge and spin (kcal per mole) = 38.8
- HOMO level (eV) = -3.839
- spin multiplicity = 1
- total charge = -1